C19H32O7RuS as an isolated structure. Source: the OMol25 dataset; level of theory: ωB97M-V with the def2-TZVPD basis set.

Properties
net charge = +3
ΔE to the lowest compared entry with this formula, charge and spin = 0.733 eV
multiplicity = 6

Geometry (Å):
C  1.9748  -3.5583  -1.5138
H  0.9892  -0.2654  -4.6322
C  4.2592  -2.2764  -0.5749
H  -3.4848  -1.1776  0.2297
H  3.0645  0.5285  2.0217
H  1.7969  2.6364  -0.7331
H  -4.4776  0.7229  -0.6105
H  1.4542  -1.0738  3.0531
H  -2.0763  -0.7747  2.4729
C  -2.8080  -1.6031  -0.5230
C  1.9859  0.7128  1.9406
O  -2.6266  0.5867  -1.5675
H  -2.7159  4.1437  1.2411
H  3.0360  2.7633  0.5610
H  -4.3227  1.6251  -2.1432
H  -3.0920  -2.6448  -0.7105
C  -2.5245  3.1717  1.7025
O  1.6705  1.1935  0.6361
H  1.4359  -1.2475  1.2661
H  1.0833  -4.0596  -1.8603
O  -2.7442  2.1287  0.7568
H  4.9630  -4.2414  -0.1032
H  -2.0756  -1.1202  -2.4970
C  3.0303  -4.3096  -1.0158
H  -0.8406  4.0182  2.7646
O  -0.1819  -0.2249  2.0885
C  -1.1089  -1.2750  2.3333
C  2.0976  -2.1759  -1.5686
H  5.1557  -1.7798  -0.2316
H  -4.2714  3.1607  -0.1997
H  2.9514  -5.3853  -0.9780
C  -3.8007  1.3300  -1.2238
H  -0.8324  -1.8137  3.2473
O  -0.2666  3.0766  0.9941
C  -1.0698  3.1231  2.1736
C  -2.8701  -0.7916  -1.8187
H  -0.2178  -2.7389  0.9984
H  -2.6920  3.1816  -1.0397
Ru  -0.7154  0.8885  -0.0222
O  0.6685  0.0695  -1.7333
H  -0.8939  2.2205  2.7847
H  -3.8380  -0.9261  -2.3133
H  1.3729  3.5793  2.1750
H  1.1774  4.5206  0.6780
H  -3.2034  3.0315  2.5528
C  4.1653  -3.6615  -0.5475
C  -3.3836  2.5645  -0.4427
C  1.0806  3.5201  1.1223
H  1.6919  1.4184  2.7239
H  2.5429  -0.2095  -3.7623
O  -1.4560  -1.5399  -0.0604
C  3.1999  -1.5124  -1.0479
S  0.7923  -1.2358  -2.4581
C  -1.1843  -2.2479  1.1460
C  1.2015  -0.5837  2.1070
H  1.9663  -1.7383  -4.4905
H  3.2478  -0.4349  -1.0472
C  1.9820  2.5460  0.3462
H  -1.9361  -3.0174  1.3454
C  1.6735  -0.8181  -3.9922

---

One molecule with the formula C9H17NO7S. Source: the OMol25 dataset; level of theory: ωB97M-V with the def2-TZVPD basis set.

Properties
net charge = 0
ΔE to the lowest compared entry with this formula, charge and spin = 2.949 eV
SMILES string = CCC[C@]1(O)OS(=O)(=O)O[C@]1(ON=O)[C@H](C)CC

Geometry (Å):
H  2.7998  -1.1401  1.6956
O  -2.4190  0.0247  -0.1037
C  1.7510  -1.4094  1.5537
H  0.2319  -0.9699  -2.6522
H  1.4537  0.6775  0.9970
C  -0.5308  -0.1042  1.3040
H  0.6843  -2.7053  0.1504
C  -1.0928  0.6844  0.0615
H  0.8378  3.1765  -1.7282
O  -1.1954  0.5195  2.4093
H  -1.5292  -0.9528  -2.4078
H  1.0277  0.2802  2.6226
C  1.6660  -2.2652  0.2965
H  2.4297  2.6525  -1.2233
O  -3.5169  -1.2090  1.6908
O  -1.3458  1.9692  0.5017
N  -1.5879  2.9789  -0.5417
C  1.0335  1.0406  -1.4280
O  -1.0598  -1.4123  1.1886
C  1.3630  2.4897  -1.0675
H  1.3110  0.9030  -2.4739
C  0.9731  -0.0858  1.6010
C  -0.4367  0.5926  -1.3299
S  -2.5808  -1.3452  0.6380
C  -0.5640  -0.8262  -1.9266
H  -0.4664  -1.6032  -1.1779
H  -1.4215  -0.1798  3.0282
H  -1.0047  1.2445  -1.9944
H  1.1290  2.7368  -0.0350
H  1.6857  0.3793  -0.8645
H  2.3689  -3.0944  0.3889
O  -2.7159  3.1159  -0.7193
H  1.4839  -2.0140  2.4205
H  1.9438  -1.7210  -0.6046
O  -2.7064  -2.4278  -0.2697

---

A 2-piece molecular cluster, C23H26FNO4S overall. Source: the OMol25 dataset; level of theory: ωB97M-V with the def2-TZVPD basis set.

Properties
net charge = 0
E = -1745.6284 Eh

Geometry (Å):
H  -1.1106  -1.6730  -0.3626
N  -3.6648  -0.9597  -0.8466
C  0.2085  3.1406  0.9758
H  -2.7808  1.7939  2.9841
H  -6.5091  -1.6069  -1.8929
C  -3.7423  -2.4119  -0.5822
H  4.3219  -3.2512  -2.0385
H  -5.5405  -3.0643  0.4670
C  1.9382  -0.9010  -2.6506
C  -6.0114  -1.4640  -0.9273
H  6.5349  1.7804  2.8060
C  -2.0250  3.1360  1.5315
C  6.2678  0.8329  0.8896
C  1.3765  2.3185  0.5106
F  2.4444  3.0803  0.1848
C  -4.9903  -0.3249  -1.0291
C  3.9816  0.3739  0.2851
H  7.3339  0.7893  0.6575
H  0.0343  0.9192  -1.5459
O  -0.8742  2.3536  1.0901
H  2.8041  -3.6851  -0.1099
H  5.6476  -0.1249  -0.9462
O  1.1331  -0.2163  1.5828
H  -6.7785  -1.2339  -0.1808
C  1.4755  -2.0727  -0.6102
H  -1.7179  3.7810  2.3674
H  -5.4712  -3.5534  -1.2362
C  1.1581  -0.9900  -1.4667
O  1.6704  1.8143  3.0362
H  4.1072  1.8328  3.3382
H  3.2084  0.0415  -0.4074
H  -3.2484  -2.9725  -1.3972
C  3.4277  -2.6526  -1.9034
C  5.3369  0.3181  -0.0092
H  -2.9677  1.2258  1.3034
H  0.8042  -2.2978  0.2137
H  -5.0443  0.1652  -2.0151
C  -1.2024  -0.7040  -0.8376
C  -3.0262  2.1078  1.9572
S  1.7962  1.0565  1.8017
C  5.8331  1.3686  2.0951
H  3.6576  -1.5716  -3.7569
H  -5.1901  0.4333  -0.2525
O  0.2268  4.3393  1.2013
C  4.4807  1.3979  2.4136
C  -2.5391  -0.2562  -1.0019
C  3.5667  0.8863  1.5015
H  -2.3617  3.7376  0.6742
H  1.6025  -0.2203  -3.4280
C  2.5907  -2.8786  -0.8124
C  -0.0107  -0.1360  -1.2455
C  3.0665  -1.6965  -2.8508
H  -3.2589  -2.6882  0.3725
C  -5.2434  -2.7427  -0.5376
H  -4.0345  2.5400  1.9429
H  -2.6921  0.7857  -1.3023